1.
63
Properties=species:S:1:pos:R:3:forces:R:3 method="wB97M-V/def2-TZVPD" total_charge=-2 gap_ev=4.482 multiplicity=1 relative_energy_kcal_mol=11.9 fmax_ev_per_a=1.10 homo_ev=-2.24
Sb -3.680763 4.070881 -1.822905 0.0 0.4 0.2
Se -1.224388 3.473235 -2.328452 -0.4 0.2 -0.1
Se -5.218148 3.424409 -3.594807 0.2 -0.1 0.1
Se -3.874057 6.315116 -0.927193 0.0 -0.3 -0.1
Se -3.740572 2.315956 0.068883 0.1 0.3 -0.2
S 0.530020 0.599108 -1.104061 0.1 0.2 -0.7
S 0.142162 -0.328819 -4.237210 -0.5 -0.1 0.0
S 2.167204 2.371894 0.778331 -0.1 -0.6 0.2
S 3.859528 2.482467 3.203790 0.1 0.1 0.2
Al -1.734296 1.574828 -1.065435 -0.1 -0.1 0.1
F 5.303240 1.040932 -6.760143 0.1 0.0 0.0
F 1.650711 2.303591 -4.097349 -0.1 0.3 0.1
F 1.929086 -2.092966 -5.841405 0.1 -0.1 -0.1
F 3.991107 2.893963 -5.252887 0.0 0.1 0.0
F 4.261143 -1.468376 -6.997503 0.0 0.0 0.0
O -2.197854 -0.588927 6.622946 0.0 0.0 0.1
O -0.387551 0.644467 6.353508 0.0 0.0 0.0
N -2.548443 0.257275 -2.322993 0.2 -0.4 0.1
N -1.946368 -0.091639 0.194112 -0.5 -0.8 -0.5
N 1.567384 -0.058747 1.255175 -0.2 -0.5 -0.1
N 2.367720 0.352745 2.296585 0.1 0.6 -0.2
C -0.924920 0.961516 3.562530 0.0 -0.1 0.3
C 2.640233 -0.660456 3.261483 0.0 -0.3 0.1
C 4.139983 0.728667 -6.153005 -0.1 0.0 0.0
C 3.637157 -1.510159 5.284892 -0.1 -0.1 0.0
C 1.656745 0.083298 -4.923761 0.2 -0.1 -0.1
C -1.817507 -0.095541 1.585021 0.2 0.1 0.9
C -3.500244 -0.486024 -4.367457 0.0 -0.5 0.2
C -2.591515 -1.006619 -1.849198 -0.3 -0.1 -1.1
C 3.111608 -2.767955 5.047801 0.0 0.0 0.1
C -2.248913 -1.152866 -0.463722 0.4 0.3 0.9
C 2.397502 -0.845595 -5.677178 0.0 0.3 0.1
C 3.598820 -0.536803 -6.279741 0.0 0.0 0.0
C 2.102934 -1.932658 3.029416 0.0 0.0 -0.1
C 2.339652 -2.968467 3.913462 0.0 0.0 0.0
C 3.408180 -0.459445 4.407472 0.0 0.1 0.0
C 3.460667 1.667357 -5.395831 0.0 -0.1 0.0
C 2.830607 1.639812 2.222159 -0.2 -0.2 -0.2
C -1.298654 0.062474 5.838577 0.0 0.0 0.2
C 2.255197 1.351613 -4.799555 0.1 -0.4 -0.2
C -1.099157 0.936843 2.195865 -0.1 -0.1 -0.3
C -3.489188 -1.795875 -3.914664 -0.1 0.3 -0.3
C 1.365099 0.845887 0.365216 0.3 0.6 0.6
C -2.446772 -1.042259 2.396918 0.0 0.1 -0.3
C -3.011621 -2.064238 -2.646621 0.2 0.1 0.6
C -1.526405 -0.003667 4.369846 -0.1 0.0 -0.3
C -2.976486 0.506080 -3.554672 0.2 0.4 -0.1
C -2.314431 -0.984317 3.768429 0.1 0.0 0.2
H -3.078159 -1.801490 1.955476 0.0 0.0 0.0
H 3.290731 -3.581453 5.739813 0.0 0.0 0.0
H 1.503808 -2.090356 2.147869 0.0 0.0 0.0
H -2.888787 1.525850 -3.905206 0.0 0.0 0.1
H 3.825646 0.505700 4.622039 0.0 0.1 0.0
H -2.963911 -3.070093 -2.250967 -0.1 0.0 0.0
H -0.336882 1.735385 4.037441 0.0 0.0 -0.1
H -0.686474 1.723482 1.577764 0.0 0.0 0.1
H -2.922432 -0.934139 6.092696 0.0 0.0 -0.1
H -3.893670 -0.224768 -5.337569 0.1 0.0 0.0
H -2.247238 -2.138667 -0.007294 -0.1 0.0 0.0
H -2.827609 -1.738914 4.354763 0.1 0.0 0.0
H 4.236953 -1.331486 6.168151 0.0 0.0 0.0
H 1.914232 -3.943109 3.709397 0.0 0.0 0.0
H -3.841662 -2.597907 -4.549072 0.0 0.0 0.0

=====

2.
20
Properties=species:S:1:pos:R:3:forces:R:3 method="wB97M-V/def2-TZVPD" gap_ev=8.296 multiplicity=1 relative_energy_kcal_mol=56.6 fmax_ev_per_a=8.08 smiles="S=CC1CC1.c1ccsc1" homo_ev=-8.62
S -3.918945 -1.104506 -0.792289 0.0 0.2 0.0
S 1.742410 -0.841207 1.052947 2.4 -0.1 2.3
C 2.139577 -0.197792 -1.371435 -0.6 -2.7 2.5
C -2.365012 -1.089592 -0.340491 -1.2 -0.4 -0.1
C -1.863217 -0.207572 0.782994 0.5 -0.1 0.3
C 1.144957 -0.732686 -0.422314 5.8 2.5 -5.0
C 3.318368 -0.386771 0.491285 0.3 -0.3 2.9
C 3.509127 -0.161033 -0.806346 -4.7 0.6 -0.7
C -1.129938 1.022424 0.328769 1.7 1.5 1.6
C -2.467163 1.183510 0.954007 -0.7 0.3 0.6
H -1.507897 -0.744615 1.657522 0.0 0.0 0.0
H -1.810967 -1.842973 -0.945997 0.6 0.8 1.1
H -3.302627 1.362877 0.284755 0.0 0.1 0.2
H -0.196066 1.542464 0.781088 -1.7 -1.5 -0.4
H -1.073915 1.011663 -0.712094 0.0 0.6 -1.7
H 3.929224 -0.071556 1.293910 1.1 -0.3 0.6
H 4.314466 0.361284 -1.237265 1.0 0.1 -0.5
H 1.935505 -0.115602 -2.398841 -0.4 0.3 -1.1
H 0.178188 -0.706496 -0.559341 -4.6 -0.5 -1.1
H -2.576079 1.718178 1.959135 0.4 -1.3 -1.5

=====

3.
14
Properties=species:S:1:pos:R:3:forces:R:3 method="wB97M-V/def2-TZVPD" gap_ev=9.688 multiplicity=1 relative_energy_kcal_mol=39.8 fmax_ev_per_a=0.30 homo_ev=-8.65
O 1.346508 1.569123 -1.184625 -0.3 0.1 0.0
C -1.272319 -0.246111 -0.563410 -0.1 0.1 -0.1
C -0.809993 -1.358878 0.325514 0.0 -0.3 0.1
C 1.739296 0.924159 -0.055029 0.1 -0.1 0.3
C 0.937748 0.346447 0.837558 0.1 0.0 -0.2
C -0.521577 0.066626 0.716906 0.0 0.0 0.2
H 0.383926 1.657298 -1.136568 0.1 0.0 -0.2
H -0.819539 -0.142790 -1.546536 0.1 0.0 0.2
H -1.516877 -1.948852 0.897086 -0.1 0.1 -0.1
H -1.153257 0.489641 1.497678 0.1 -0.1 -0.1
H 2.821646 0.912470 0.045571 -0.2 0.1 0.0
H 1.401366 -0.114017 1.706803 0.1 0.1 -0.1
H -2.338702 -0.032526 -0.545684 0.2 0.1 0.0
H 0.069490 -1.897451 -0.018102 -0.2 0.0 0.1